CH2FPS | ωB97M-V/def2-TZVPD

The geometry in XYZ format:
```
6
CH2FPS (ωB97M-V/def2-TZVPD)
F 1.80 0.47 0.68
P 0.58 -0.99 0.11
C -0.79 0.11 0.08
S -2.33 0.10 0.51
H 1.19 -0.74 -1.08
H -0.45 1.05 -0.30
```

Its multiplicity is 1. As for the lowest unoccupied orbital energy: -1.980 eV. The value obtained for the max |F| is 4.426 eV/Å. The calculation puts the total energy at -23908.7745 eV. The SMILES is FPC=S. The value obtained for the frontier orbital gap is 7.416 eV. The value obtained for the energy relative to the best compared isomer or geometry (same formula, charge and spin) is 45.31 kcal/mol.

C3H8O | ωB97M-V/def2-TZVPD

The geometry in XYZ format:
```
12
C3H8O (ωB97M-V/def2-TZVPD)
C 1.92 -5.87 4.56
H 1.63 -5.36 5.48
H 1.69 -6.90 4.77
H 2.90 -5.59 4.21
H 1.22 -5.50 3.81
O -1.05 1.98 -3.01
C -0.67 1.99 -1.89
C -0.73 3.29 -1.08
H -0.20 1.10 -1.41
H -0.96 4.10 -1.75
H 0.26 3.41 -0.64
H -1.48 3.17 -0.29
```

Its multiplicity is 2. As for the lowest unoccupied orbital energy (alpha / beta): -6.562 / -10.362 eV. The value obtained for the max |F| is 1.763 eV/Å. The calculation puts the total energy at -5277.3761 eV. As for the net charge: +1. The value obtained for the frontier orbital gap (alpha / beta) is 7.867 / 4.066 eV. The value obtained for the energy relative to the best compared isomer or geometry (same formula, charge and spin) is 23.22 kcal/mol.

C29H77Cu2N7O10 | ωB97M-V/def2-TZVPD

The geometry in XYZ format:
```
125
C29H77Cu2N7O10 (ωB97M-V/def2-TZVPD)
Cu -2.34 0.67 -1.65
Cu 0.56 2.54 0.79
C -0.47 0.20 0.23
O -0.74 -0.48 -0.82
O 0.64 0.28 0.82
O -1.14 1.31 0.21
C 0.04 6.07 3.33
C 0.38 4.68 2.75
C -0.26 3.54 3.55
O 0.00 2.25 3.00
C -0.72 1.28 3.75
N -0.14 4.51 1.35
H -1.01 6.03 3.60
H 0.48 6.88 2.76
H 0.59 6.07 4.28
H 1.46 4.68 2.70
H -1.32 3.80 3.61
H 0.11 3.53 4.58
H -0.38 1.29 4.79
H -0.49 0.28 3.40
H -1.79 1.46 3.79
H -1.11 4.81 1.35
H 0.30 5.28 0.84
C -5.73 2.31 0.61
C -4.46 1.57 0.20
C -4.78 0.08 0.03
O -3.66 -0.65 -0.44
C -4.03 -1.99 -0.76
N -3.85 2.21 -0.98
H -5.48 3.24 1.12
H -6.35 1.73 1.30
H -6.36 2.52 -0.26
H -3.71 1.64 1.00
H -5.58 -0.01 -0.72
H -5.14 -0.23 1.01
H -4.88 -1.98 -1.45
H -4.28 -2.57 0.13
H -3.20 -2.50 -1.23
H -4.62 2.65 -1.49
H -3.41 3.06 -0.63
C -2.19 -0.97 -5.79
C -2.73 -0.25 -4.57
C -4.23 -0.34 -4.40
O -4.58 0.64 -3.40
C -5.99 0.95 -3.52
N -2.11 -0.83 -3.34
H -2.59 -0.59 -6.72
H -2.42 -2.04 -5.70
H -1.10 -0.94 -5.82
H -2.41 0.80 -4.60
H -4.58 -1.30 -4.02
H -4.70 -0.05 -5.35
H -6.59 0.04 -3.51
H -6.13 1.48 -4.46
H -6.21 1.63 -2.71
H -2.26 -1.85 -3.29
H -1.12 -0.97 -3.63
C -0.73 -5.55 0.44
C -1.24 -4.15 0.07
C -1.50 -3.31 1.30
O -2.56 -3.88 2.09
C -3.16 -2.94 2.94
N -0.26 -3.53 -0.82
H -0.37 -6.07 -0.44
H -1.53 -6.07 0.95
H 0.07 -5.45 1.18
H -2.14 -4.35 -0.52
H -1.76 -2.26 1.10
H -0.67 -3.23 2.01
H -3.59 -2.12 2.34
H -2.46 -2.46 3.65
H -3.92 -3.48 3.49
H 0.61 -3.46 -0.30
H -0.49 -2.54 -0.95
C 1.66 -2.53 4.02
C 2.74 -1.92 3.17
C 2.96 -2.63 1.81
O 3.33 -3.96 1.95
C 3.69 -4.58 0.73
N 2.56 -0.49 2.91
H 1.75 -3.61 4.13
H 0.65 -2.28 3.68
H 1.75 -2.03 4.98
H 3.68 -1.95 3.72
H 3.69 -2.04 1.23
H 2.00 -2.52 1.27
H 4.46 -3.93 0.29
H 2.87 -4.64 0.01
H 4.19 -5.53 0.89
H 3.31 -0.24 2.26
H 1.77 -0.31 2.28
C 3.65 4.55 0.26
C 3.68 3.06 0.57
C 5.07 2.64 0.99
O 5.06 1.22 1.10
C 6.29 0.72 1.58
N 2.66 2.77 1.66
H 4.29 4.82 -0.58
H 3.98 5.17 1.10
H 2.64 4.86 -0.02
H 3.42 2.51 -0.34
H 5.28 3.06 1.98
H 5.75 2.93 0.19
H 6.40 0.88 2.66
H 7.16 1.28 1.22
H 6.46 -0.33 1.34
H 2.95 1.81 1.86
H 2.94 3.34 2.45
C 1.84 0.08 -4.38
C 2.09 -1.20 -3.60
C 3.08 -1.00 -2.46
O 4.34 -0.78 -3.07
C 5.41 -0.57 -2.21
N 0.76 -1.63 -3.10
H 2.75 0.58 -4.72
H 1.30 0.84 -3.81
H 1.16 -0.12 -5.21
H 2.38 -1.94 -4.34
H 3.19 -1.87 -1.79
H 2.83 -0.16 -1.78
H 5.31 0.25 -1.49
H 6.26 -0.30 -2.84
H 5.72 -1.49 -1.70
H 0.45 -0.92 -2.44
H 0.86 -2.47 -2.55
```

Its multiplicity is 3. As for the lowest unoccupied orbital energy (alpha / beta): -5.571 / -8.102 eV. The value obtained for the max |F| is 5.107 eV/Å. The calculation puts the total energy at -151490.1125 eV. As for the net charge: +2. The value obtained for the frontier orbital gap (alpha / beta) is 7.540 / 5.006 eV. The value obtained for the energy relative to the best compared isomer or geometry (same formula, charge and spin) is 61.18 kcal/mol.

H2NO4 | ωB97M-V/def2-TZVPD

The geometry in XYZ format:
```
7
H2NO4 (ωB97M-V/def2-TZVPD)
N -1.26 1.34 0.34
O -1.46 0.50 -0.52
O 1.22 -1.09 0.34
O 0.08 1.06 1.02
O 0.72 -1.07 -0.97
H -0.17 -0.50 -0.97
H 0.86 -0.23 0.77
```

Its multiplicity is 1. As for the lowest unoccupied orbital energy: 4.790 eV. The value obtained for the max |F| is 6.069 eV/Å. The calculation puts the total energy at -9707.9649 eV. As for the net charge: -1. The value obtained for the frontier orbital gap is 8.823 eV. The value obtained for the energy relative to the best compared isomer or geometry (same formula, charge and spin) is 24.82 kcal/mol.

C25H19F5N3O10TeW | ωB97M-V/def2-TZVPD

The geometry in XYZ format:
```
64
C25H19F5N3O10TeW (ωB97M-V/def2-TZVPD)
W -1.25 -0.11 0.39
O 2.63 1.43 2.79
C 1.51 1.62 2.48
O 0.53 0.69 2.85
C 0.96 2.77 1.71
C 1.22 4.05 2.15
C 0.57 5.11 1.56
C -0.36 4.92 0.56
C -0.60 3.63 0.10
C 0.10 2.54 0.63
O 0.01 1.30 0.11
N -1.65 3.50 -0.92
O -2.12 4.51 -1.37
O -2.03 2.38 -1.23
N 0.83 6.48 2.04
O 0.22 7.37 1.51
O 1.65 6.60 2.92
H 1.91 4.23 2.97
H -0.89 5.76 0.14
C -3.08 -0.14 -0.65
C -3.34 -1.40 0.08
C -4.06 -1.38 1.29
C -4.12 -2.50 2.08
C -3.43 -3.66 1.69
C -2.74 -3.71 0.49
C -2.69 -2.59 -0.32
C -3.45 -4.82 2.54
N -3.47 -5.75 3.22
H -3.72 0.69 -0.38
H -2.95 -0.22 -1.73
H -4.56 -0.47 1.59
H -4.67 -2.50 3.01
H -2.24 -4.62 0.19
H -2.18 -2.62 -1.27
C 5.17 -2.22 -4.15
C 3.91 -1.96 -3.38
C 2.84 -1.29 -3.97
C 1.67 -1.04 -3.28
C 0.58 -0.30 -4.01
C 1.58 -1.47 -1.93
C 2.66 -2.18 -1.31
C 2.63 -2.69 0.10
C 3.79 -2.40 -2.06
C 0.42 -1.16 -1.17
O 0.27 -1.41 0.11
O -0.63 -0.53 -1.58
H 5.12 -1.81 -5.15
H 5.35 -3.30 -4.23
H 6.02 -1.79 -3.63
H 2.92 -0.96 -4.99
H 0.89 -0.12 -5.04
H 0.35 0.65 -3.54
H -0.35 -0.88 -4.03
H 2.64 -1.88 0.82
H 3.52 -3.30 0.28
H 1.75 -3.30 0.31
H 4.62 -2.93 -1.61
F -2.95 0.81 4.12
Te -1.20 0.97 3.61
F -1.01 -0.69 4.34
F -0.54 1.63 5.19
F -1.22 -1.28 1.89
F -1.45 2.80 3.33
O -1.87 0.99 1.74
```

Its multiplicity is 1. As for the lowest unoccupied orbital energy: -5.821 eV. The value obtained for the max |F| is 1.202 eV/Å. The calculation puts the total energy at -73873.9474 eV. As for the net charge: +1. The value obtained for the frontier orbital gap is 6.675 eV. The value obtained for the energy relative to the best compared isomer or geometry (same formula, charge and spin) is 21.59 kcal/mol.

H24O12 | ωB97M-V/def2-TZVPD

The geometry in XYZ format:
```
36
H24O12 (ωB97M-V/def2-TZVPD)
O -0.37 -0.90 0.17
H 0.52 -1.27 0.08
H -0.43 -0.27 -0.56
O -1.23 0.11 -4.16
H -0.50 -0.05 -3.55
H -1.37 1.06 -4.12
O 2.51 -0.51 3.09
H 3.30 -0.01 3.35
H 2.49 -0.42 2.13
O 3.50 -3.86 -1.94
H 3.39 -3.39 -1.10
H 3.98 -3.24 -2.50
O 1.12 2.27 3.02
H 0.80 1.46 2.59
H 0.73 2.97 2.49
O -3.05 -2.66 1.52
H -3.64 -1.98 1.17
H -2.85 -3.21 0.75
O 1.22 -5.28 2.20
H 0.40 -4.80 2.02
H 1.40 -5.75 1.38
O -0.32 3.04 0.02
H -0.14 3.83 0.55
H -0.39 3.37 -0.88
O 1.75 2.31 -0.64
H 1.45 3.07 -1.15
H 2.47 2.67 -0.10
O 1.80 -0.67 -1.67
H 1.12 -1.33 -1.80
H 1.84 -0.55 -0.71
O -3.91 1.76 1.13
H -3.61 1.26 1.90
H -3.12 1.82 0.57
O -3.71 2.73 -1.56
H -3.01 2.85 -2.20
H -4.13 3.59 -1.50
```

Its multiplicity is 1. As for the lowest unoccupied orbital energy: -0.643 eV. The value obtained for the max |F| is 1.922 eV/Å. The calculation puts the total energy at -24957.6424 eV. The SMILES is O.O.O.O.O.O.O.O.O.O.O.O. The value obtained for the frontier orbital gap is 10.275 eV. The value obtained for the energy relative to the best compared isomer or geometry (same formula, charge and spin) is 93.44 kcal/mol.